[1]
ORCA calculation (the ωB97M-V functional and the def2-TZVPD basis) on an isolated molecule of C5H7NO.

The frontier orbital gap is 8.92 eV. The SMILES is Cc1cc(N)co1. The molar mass comes out at 97.12 g mol⁻¹. The calculation puts the energy above the lowest of the compared OMol25 structures with the same formula, charge and spin at 72.1 kJ/mol. For the lowest unoccupied orbital energy, the calculation gives 1.072 eV.

```
14
Properties=species:S:1:pos:R:3:forces:R:3
C 2.41883 -0.03351 0.03099 -0.06 -0.05 -0.04
C 0.92965 0.11791 -0.02450 0.21 -0.17 -0.11
C -0.09274 -0.75722 -0.24317 0.21 0.50 0.13
C -1.30253 0.00633 -0.08076 0.11 0.02 -0.17
N -2.58510 -0.54847 -0.21155 -0.02 0.01 0.04
C -0.92222 1.29060 0.14828 -0.23 -0.17 -0.03
O 0.44844 1.36271 0.20072 0.05 -0.15 -0.03
H 2.91748 0.54490 -0.75483 -0.14 -0.07 0.08
H 2.69448 -1.08436 -0.08886 -0.09 0.14 -0.02
H 2.82396 0.31017 0.99094 -0.20 -0.04 -0.14
H -0.02678 -1.79134 -0.55835 0.08 0.13 0.28
H -2.57346 -1.53182 0.02774 -0.12 0.14 -0.04
H -3.29105 -0.07431 0.33612 0.09 -0.03 -0.09
H -1.45630 2.22896 0.21543 0.10 -0.25 0.15
```
Positions in Å, forces in eV/Å.

[2]
ORCA calculation (the ωB97M-V functional and the def2-TZVPD basis) on an isolated molecule of C5H7NO at a distorted geometry.

The frontier orbital gap is 11.12 eV. The SMILES is CC[C@@]1(C#N)CO1. The molar mass comes out at 97.12 g mol⁻¹. The calculation puts the energy above the lowest of the compared OMol25 structures with the same formula, charge and spin at 314.3 kJ/mol. For the lowest unoccupied orbital energy, the calculation gives 0.761 eV.

```
14
Properties=species:S:1:pos:R:3:forces:R:3
C -1.88304 0.17302 -0.02360 0.08 -0.06 -0.10
C -0.55979 -0.45429 0.45109 0.16 -0.22 -0.20
C 0.75693 0.11218 -0.16137 0.03 -0.18 -0.28
C 0.57502 1.01760 -1.27176 -0.54 0.81 -0.84
N 0.33430 1.34682 -2.35645 0.15 0.32 1.16
C 1.99822 -0.19645 0.55256 0.04 0.11 0.54
O 2.01607 -0.53075 -0.79256 -0.86 -1.15 0.03
H -1.97136 1.22787 0.26915 0.18 -0.24 -0.12
H -2.71892 -0.35528 0.45198 0.23 0.06 -0.08
H -2.02071 0.10667 -1.10552 0.09 0.00 0.12
H -0.49310 -0.27623 1.53773 0.21 -0.07 -0.38
H -0.58188 -1.53889 0.33006 0.02 -0.03 -0.13
H 2.66215 0.50954 1.03453 0.30 0.27 -0.51
H 1.88612 -1.14181 1.08416 -0.09 0.38 0.78
```
Positions in Å, forces in eV/Å.

[3]
ORCA calculation (the ωB97M-V functional and the def2-TZVPD basis) on a structure of composition C5H7NO.

The frontier orbital gap is 10.99 eV. The molar mass comes out at 97.12 g mol⁻¹. The calculation puts the energy above the lowest of the compared OMol25 structures with the same formula, charge and spin at 185.7 kJ/mol. For the lowest unoccupied orbital energy, the calculation gives 0.997 eV.

```
14
Properties=species:S:1:pos:R:3:forces:R:3
N -0.76726 -1.34952 -2.37306 0.00 0.09 0.40
C -0.60399 -0.70853 -1.30664 0.03 -0.19 -0.44
O -1.52347 -0.41548 -0.31508 -0.09 0.00 -0.02
C -0.73796 0.74657 0.07546 -0.09 0.44 0.13
C 0.03709 0.56244 1.37120 -0.07 0.03 0.15
C 1.10937 -0.23347 0.58046 0.10 -0.11 0.04
C 0.44729 0.21052 -0.76371 0.06 0.05 -0.18
H -1.73477 -1.67364 -2.43373 0.13 -0.13 0.02
H -1.29980 1.65239 -0.15417 0.14 0.00 0.12
H -0.48745 0.07930 2.19915 0.08 -0.01 -0.15
H 0.42625 1.52761 1.71341 -0.05 -0.15 -0.04
H 1.09284 -1.31324 0.75056 0.03 0.18 -0.09
H 2.13063 0.13402 0.70922 -0.18 -0.11 -0.04
H 1.04002 0.78612 -1.47235 -0.09 -0.08 0.11
```
Positions in Å, forces in eV/Å.

[4]
ORCA calculation (the ωB97M-V functional and the def2-TZVPD basis) on an isolated molecule of C5H7NO.

The frontier orbital gap is 9.97 eV. The SMILES is OCC#C[C@H]1CN1. The molar mass comes out at 97.12 g mol⁻¹. The calculation puts the energy above the lowest of the compared OMol25 structures with the same formula, charge and spin at 371.9 kJ/mol. For the lowest unoccupied orbital energy, the calculation gives 0.752 eV.

```
14
Properties=species:S:1:pos:R:3:forces:R:3
O 2.78185 0.38993 1.28246 0.09 0.36 -0.03
C 2.62560 -0.49566 0.18817 0.02 -0.30 -0.23
C 1.21061 -0.48540 -0.22630 -0.57 0.20 0.12
C 0.02765 -0.23954 -0.17294 0.55 -0.09 0.16
C -1.17933 0.24622 0.46866 0.15 0.15 0.14
C -2.47295 0.66960 -0.11167 -0.08 0.23 -0.19
N -2.39120 -0.53327 0.71087 -0.08 -0.29 0.03
H 2.45189 1.25654 1.00359 0.11 -0.23 0.13
H 3.31088 -0.24183 -0.62918 -0.15 -0.04 0.01
H 2.90455 -1.48305 0.56559 -0.04 0.08 -0.13
H -0.84857 0.79481 1.34720 -0.23 0.00 0.06
H -2.66286 0.57591 -1.17666 0.17 -0.04 0.11
H -2.96377 1.50795 0.37783 -0.02 -0.14 -0.18
H -2.40567 -1.36587 0.12776 0.08 0.11 0.01
```
Positions in Å, forces in eV/Å.

[5]
ORCA calculation (the ωB97M-V functional and the def2-TZVPD basis) on an isolated molecule of C5H7NO.

The frontier orbital gap is 9.90 eV. The SMILES is OCC#C[C@H]1CN1. The molar mass comes out at 97.12 g mol⁻¹. The calculation puts the energy above the lowest of the compared OMol25 structures with the same formula, charge and spin at 359.5 kJ/mol. For the lowest unoccupied orbital energy, the calculation gives 0.756 eV.

```
14
Properties=species:S:1:pos:R:3:forces:R:3
O 1.82087 -1.60038 -0.03621 0.16 -0.15 0.32
C 2.28532 -0.29074 -0.31690 0.15 0.39 -0.17
C 1.19028 0.66534 -0.07710 -0.57 0.13 0.27
C 0.08078 1.10777 0.10641 0.46 -0.42 -0.23
C -1.37282 1.15166 0.10582 0.12 0.24 -0.08
C -1.93684 -0.12762 -0.40646 -0.12 -0.12 -0.21
N -2.10597 0.23915 0.99115 0.01 0.11 0.28
H 1.65953 -1.64532 0.91568 -0.02 -0.08 -0.19
H 3.18911 -0.04475 0.25761 -0.16 -0.04 -0.12
H 2.54193 -0.28946 -1.38104 0.05 0.06 0.19
H -1.87403 2.09470 -0.09423 0.13 -0.16 0.07
H -1.17812 -0.86708 -0.64472 -0.21 -0.02 -0.07
H -2.82777 -0.12993 -1.03189 0.08 0.00 0.26
H -1.47228 -0.26334 1.61188 -0.07 0.07 -0.32
```
Positions in Å, forces in eV/Å.

[6]
ORCA calculation (the ωB97M-V functional and the def2-TZVPD basis) on an isolated molecule of C5H7NO at a distorted geometry.

The frontier orbital gap is 11.00 eV. The SMILES is CC(=O)[C@@H](C)C#N. The molar mass comes out at 97.12 g mol⁻¹. The calculation puts the energy above the lowest of the compared OMol25 structures with the same formula, charge and spin at 49.5 kJ/mol. For the lowest unoccupied orbital energy, the calculation gives 0.678 eV.

```
14
Properties=species:S:1:pos:R:3:forces:R:3
C 2.01350 -0.06774 -0.35446 0.07 -0.03 0.03
C 0.73955 -0.37393 0.39231 0.08 -0.15 0.30
O 0.71488 -0.94041 1.45756 0.01 0.17 -0.51
C -0.57849 0.10830 -0.26487 -0.05 -0.01 -0.02
C -1.79847 -0.60794 0.31591 -0.07 -0.04 0.03
C -0.63918 1.56419 -0.06833 0.01 1.00 0.16
N -0.64303 2.70684 0.11411 -0.03 -1.11 -0.20
H 2.85197 -0.56248 0.13792 -0.11 0.09 -0.06
H 2.18436 1.01529 -0.36273 -0.07 -0.13 0.00
H 1.94367 -0.39580 -1.39731 -0.02 0.04 0.15
H -0.51043 -0.06385 -1.34712 0.02 0.04 0.16
H -1.79563 -0.53138 1.40459 -0.02 0.02 -0.15
H -2.72523 -0.18294 -0.07760 0.15 -0.03 0.05
H -1.75748 -1.66814 0.05000 0.01 0.16 0.06
```
Positions in Å, forces in eV/Å.

[7]
ORCA calculation (the ωB97M-V functional and the def2-TZVPD basis) on a structure of composition C5H7NO.

The frontier orbital gap is 10.12 eV. The molar mass comes out at 97.12 g mol⁻¹. The calculation puts the energy above the lowest of the compared OMol25 structures with the same formula, charge and spin at 463.6 kJ/mol. For the lowest unoccupied orbital energy, the calculation gives 0.667 eV.

```
14
Properties=species:S:1:pos:R:3:forces:R:3
O 2.27545 -0.37408 -0.80279 -0.27 0.06 0.47
C 1.52011 -0.30606 0.13766 0.20 -0.03 -0.25
C 0.50147 0.79353 0.25610 0.17 0.06 -0.17
C -0.94488 0.59725 -0.04546 -0.14 0.17 -0.31
C -1.40575 -0.77569 0.37122 0.06 -0.07 0.12
C -0.91429 -0.54082 1.59009 -0.06 -0.24 0.03
N -0.49120 0.84294 1.34851 0.01 0.08 0.28
H 0.86433 0.11184 -2.58468 -0.07 0.02 -0.11
H 1.57532 -1.03161 0.97039 -0.02 0.03 -0.12
H 0.89919 1.77346 -0.00712 -0.05 -0.14 0.03
H -1.51883 1.35294 -0.57406 0.12 -0.13 0.06
H 0.27965 0.24104 -3.02766 0.01 -0.01 -0.01
H -1.89665 -1.59275 -0.14072 0.10 0.11 0.10
H -0.74390 -1.09199 2.50852 -0.06 0.09 -0.13
```
Positions in Å, forces in eV/Å.

[8]
ORCA calculation (the ωB97M-V functional and the def2-TZVPD basis) on an isolated molecule of C5H7NO at a distorted geometry.

The frontier orbital gap (alpha / beta) is 8.14 / 7.90 eV. The molar mass comes out at 97.12 g mol⁻¹. The calculation puts the energy above the lowest of the compared OMol25 structures with the same formula, charge and spin at 635.5 kJ/mol. For the lowest unoccupied orbital energy (alpha / beta), the calculation gives -0.175 / -0.142 eV.

```
14
Properties=species:S:1:pos:R:3:forces:R:3
C -0.61635 0.68997 0.65990 -0.75 1.49 -0.64
C 0.39242 1.51337 0.31238 -2.15 1.12 1.58
C 0.51906 -0.89796 -0.43764 -1.57 2.31 1.66
C 0.47907 2.96395 0.59545 1.22 0.25 1.54
C -0.10285 -3.00481 -0.90561 0.43 -1.70 -0.48
N -0.55695 -0.56473 0.16641 1.34 -3.50 -1.28
O 0.89424 -2.00346 -0.91592 1.55 -0.30 -0.72
H -1.68412 0.84487 1.08279 2.19 0.74 -0.29
H -0.38011 3.35596 1.11762 -1.08 -0.40 0.02
H 0.58288 3.61070 -0.24547 0.43 0.27 -0.83
H 1.23085 3.23977 1.37811 0.14 -0.40 -0.95
H -0.63635 -2.86145 -1.86048 -0.80 -0.02 1.01
H -0.55883 -2.92118 0.09817 -0.65 -0.39 -1.04
H 0.43703 -3.96501 -1.04571 -0.31 0.53 0.41
```
Positions in Å, forces in eV/Å.

[9]
ORCA calculation (the ωB97M-V functional and the def2-TZVPD basis) on a cluster of 2 separate species, C5H7NO in total at a distorted geometry.

The frontier orbital gap (alpha / beta) is 7.47 / 8.02 eV. The molar mass comes out at 97.12 g mol⁻¹. The calculation puts the energy above the lowest of the compared OMol25 structures with the same formula, charge and spin at 570.3 kJ/mol. For the lowest unoccupied orbital energy (alpha / beta), the calculation gives -1.069 / -0.211 eV.

```
14
Properties=species:S:1:pos:R:3:forces:R:3
N -1.57249 -1.39005 1.47586 0.84 0.08 -0.59
C -0.59860 -0.82443 0.87595 -0.19 -0.40 0.02
O 0.22546 -1.46433 -0.07973 -0.17 0.68 0.48
C 1.22010 -0.51573 -0.35785 -0.55 0.15 0.16
C 0.54345 0.88050 -0.33965 0.23 -0.43 0.07
C -0.42144 1.03502 -1.40345 -0.43 0.25 -0.54
C -0.05351 0.53632 1.02832 0.03 -0.37 -0.28
H -1.65213 -2.37339 1.18069 0.04 0.41 0.07
H 1.88286 -0.88728 -1.14812 -0.01 0.18 0.38
H 1.33453 -0.06520 1.05002 -0.19 -0.09 -0.06
H 1.29393 1.67303 -0.29244 -0.12 -0.18 0.06
H -1.15494 0.25307 -1.59195 0.19 0.15 0.09
H -0.44063 1.90758 -2.05670 0.02 -0.25 0.20
H -0.60658 1.23489 1.65905 0.32 -0.17 -0.05
```
Positions in Å, forces in eV/Å.

[10]
ORCA calculation (the ωB97M-V functional and the def2-TZVPD basis) on an isolated molecule of C5H7NO.

The frontier orbital gap is 9.78 eV. The SMILES is C=C=NCC(=C)O. The molar mass comes out at 97.12 g mol⁻¹. The calculation puts the energy above the lowest of the compared OMol25 structures with the same formula, charge and spin at 314.2 kJ/mol. For the lowest unoccupied orbital energy, the calculation gives 0.817 eV.

```
14
Properties=species:S:1:pos:R:3:forces:R:3
C 1.57551 -0.49621 -0.97940 0.66 -0.21 -0.11
C 1.73482 -0.27233 0.30172 -0.58 0.00 0.05
N 1.34489 -0.07903 1.45781 0.12 -0.04 -0.71
C -0.16552 -0.06511 1.33685 -0.03 0.06 0.21
C -0.68365 0.39501 0.00536 -0.83 -0.06 0.41
C -1.60341 -0.29972 -0.65556 -0.08 0.12 -0.03
O -0.37516 1.67304 -0.37019 0.00 0.07 0.17
H 1.28788 -1.49752 -1.27360 0.42 -0.04 -0.13
H 1.57991 0.29772 -1.71408 0.23 -0.07 0.08
H -0.50816 -1.08630 1.53667 0.01 0.26 0.02
H -0.61261 0.60743 2.07623 0.32 -0.13 0.16
H -2.22528 0.19414 -1.38679 0.18 -0.15 -0.39
H -1.74920 -1.35450 -0.45288 -0.21 0.27 0.23
H 0.39996 1.98338 0.11786 -0.22 -0.06 0.03
```
Positions in Å, forces in eV/Å.

[11]
ORCA calculation (the ωB97M-V functional and the def2-TZVPD basis) on an isolated molecule of C5H7NO.

The frontier orbital gap is 9.35 eV. The SMILES is Cc1cocc1N. The molar mass comes out at 97.12 g mol⁻¹. The calculation puts the energy above the lowest of the compared OMol25 structures with the same formula, charge and spin at 83.4 kJ/mol. For the lowest unoccupied orbital energy, the calculation gives 0.905 eV.

```
14
Properties=species:S:1:pos:R:3:forces:R:3
C -1.70839 0.34483 0.45831 -0.04 0.03 0.00
C -0.43902 -0.34278 0.05647 0.02 -0.10 0.01
C -0.26114 -1.66214 -0.20281 -0.16 0.06 0.05
O 1.03243 -1.93477 -0.50648 0.02 -0.01 -0.01
C 1.70742 -0.76249 -0.43022 0.04 0.19 0.04
C 0.86966 0.25397 -0.10269 0.04 -0.29 -0.09
N 1.25463 1.61573 0.01123 -0.14 0.02 0.06
H -2.58477 -0.22575 0.13510 0.15 0.08 0.05
H -1.77798 1.34432 0.01437 0.02 -0.15 0.03
H -1.77616 0.46349 1.54657 0.04 0.01 -0.16
H -0.93516 -2.50823 -0.21441 0.10 0.17 0.01
H 2.76770 -0.79709 -0.62883 -0.14 0.02 0.00
H 0.72310 2.09839 0.72533 0.03 -0.03 -0.05
H 1.12766 2.11252 -0.86194 0.03 -0.01 0.04
```
Positions in Å, forces in eV/Å.

[12]
ORCA calculation (the ωB97M-V functional and the def2-TZVPD basis) on an isolated molecule of C5H7NO.

The frontier orbital gap is 10.01 eV. The SMILES is CC1=C[C@@H]1C(N)=O. The molar mass comes out at 97.12 g mol⁻¹. The calculation puts the energy above the lowest of the compared OMol25 structures with the same formula, charge and spin at 209.2 kJ/mol. For the lowest unoccupied orbital energy, the calculation gives 0.901 eV.

```
14
Properties=species:S:1:pos:R:3:forces:R:3
C -2.24920 0.71821 0.52005 0.03 0.00 0.07
C -1.13445 -0.15413 0.07694 -0.03 -0.26 -0.20
C -0.73778 -1.21409 -0.53885 -0.20 0.20 0.12
C 0.25460 -0.08568 -0.50806 0.22 0.00 -0.21
C 1.56670 -0.51036 0.11308 -0.04 -0.12 0.12
N 2.62344 0.34642 -0.03879 0.03 -0.01 0.13
O 1.72568 -1.64081 0.54491 -0.06 0.42 0.06
H -2.15329 1.07828 1.54889 0.06 -0.11 -0.14
H -3.20073 0.18623 0.40567 0.21 0.11 0.13
H -2.26736 1.59431 -0.14312 -0.03 -0.13 0.20
H -0.81277 -2.24801 -0.82742 -0.15 0.20 -0.20
H 0.38345 0.58921 -1.36361 0.08 -0.32 -0.06
H 3.51111 -0.00327 0.28837 -0.08 0.15 0.08
H 2.49061 1.34367 -0.07805 -0.05 -0.13 -0.11
```
Positions in Å, forces in eV/Å.